1.
{
  "formula": "C16H20BaIN3O8P2",
  "method": "ωB97M-V with the def2-TZVPD basis set",
  "species": ["C", "O", "C", "H", "C", "H", "C", "H", "N", "H", "H", "O", "C", "H", "H", "C", "C", "O", "C", "C", "Ba", "O", "P", "C", "O", "H", "H", "C", "P", "N", "H", "O", "I", "O", "N", "H", "O", "H", "C", "H", "H", "C", "H", "H", "C", "C", "H", "H", "C", "H", "H"],
  "xyz": [[1.846085, 0.680183, -0.583122], [-1.201963, -2.878345, 0.211163], [2.813507, 3.019270, 0.491253], [1.378838, -1.828130, 4.312536], [-0.156632, -4.025132, 2.342831], [0.935279, -5.874114, 2.181435], [-4.425774, 2.166238, -3.179425], [-1.003281, 3.929830, -3.072531], [-1.506446, -4.722679, 2.314569], [1.836756, 4.725594, -2.187098], [1.858238, -4.538322, 2.862718], [0.925891, 4.707642, -1.873315], [-2.915105, 3.811585, -4.049525], [-2.697766, 4.620959, -4.733686], [3.228494, 3.918805, 0.933652], [-0.015907, 1.926105, -1.694138], [1.639058, 3.079617, -0.222677], [-0.571297, -1.285917, 2.920686], [-2.205857, 2.377841, -2.234263], [3.068541, 0.761047, 0.159716], [-0.738251, -0.378139, 0.553938], [0.882240, -2.641365, 4.458450], [-0.462198, -2.640154, 3.579734], [1.149548, 1.882338, -0.776794], [0.463856, -4.820635, -0.178810], [-1.408010, -5.710959, 2.092046], [-4.908932, 3.492560, -4.786267], [-3.463977, 1.778247, -2.259766], [0.093485, -3.604475, 0.564324], [3.515715, 1.889596, 0.669655], [0.661826, -5.341110, 3.872511], [1.356527, -0.459326, -0.993942], [-3.979289, 0.239381, -0.945299], [-1.608653, -3.185238, 4.362782], [-1.219168, 2.038088, -1.274517], [-1.922258, -4.527515, 3.256167], [1.269890, -2.515747, 0.719118], [-2.084310, -4.268906, 1.596469], [0.881123, -5.015806, 2.853806], [-0.095067, 4.356513, -0.174304], [1.550275, -2.012960, -0.087295], [-1.954165, 3.414864, -3.134629], [-5.388764, 1.674787, -3.190178], [0.200748, 1.909330, -2.766657], [0.950946, 4.389974, -0.478555], [3.881838, -0.482912, 0.351085], [4.865858, -0.210509, 0.724691], [3.408627, -1.159456, 1.066307], [-4.151001, 3.186058, -4.078183], [1.443099, 5.182889, 0.090419], [3.977798, -1.031465, -0.587068]],
  "forces_ev_per_a": [[0.051, -0.024, 0.022], [0.081, 0.175, -0.008], [0.012, 0.043, 0.001], [0.015, -0.011, -0.001], [0.029, -0.012, 0.051], [-0.005, 0.004, -0.004], [0.035, 0.022, -0.001], [0.004, 0.005, -0.004], [-0.061, -0.010, 0.008], [-0.003, -0.002, -0.003], [0.001, -0.008, -0.002], [-0.002, -0.003, 0.007], [0.000, 0.000, 0.001], [0.002, 0.000, 0.002], [0.006, -0.005, 0.008], [-0.198, 0.043, 0.030], [-0.012, -0.038, 0.012], [0.032, -0.124, -0.091], [-0.027, -0.040, -0.011], [-0.013, -0.040, -0.016], [-0.064, 0.049, 0.098], [0.003, 0.041, -0.024], [-0.081, 0.083, -0.008], [-0.004, -0.050, -0.018], [0.004, -0.026, 0.035], [-0.003, -0.001, -0.003], [0.006, 0.001, -0.003], [0.019, 0.023, -0.022], [0.014, -0.110, -0.029], [-0.008, 0.007, 0.002], [-0.012, 0.007, 0.001], [-0.072, -0.009, 0.015], [0.051, -0.034, 0.043], [0.034, -0.015, -0.014], [0.204, -0.041, -0.051], [0.034, -0.009, 0.004], [-0.065, 0.099, -0.028], [0.022, -0.005, -0.022], [0.016, -0.003, 0.010], [-0.001, -0.004, 0.000], [-0.027, -0.031, -0.007], [-0.003, 0.001, 0.002], [-0.003, 0.002, -0.005], [-0.010, 0.038, 0.004], [-0.002, 0.016, -0.008], [0.021, 0.023, 0.015], [0.000, -0.011, 0.003], [0.003, 0.002, 0.001], [-0.014, -0.019, 0.008], [-0.003, 0.000, 0.004], [-0.003, 0.002, -0.004]],
  "e_above_lowest_kcal_mol": 14.6,
  "e_tot_ha": -2394.14592,
  "total_charge": 0,
  "homo_lumo_gap_ev": 8.1,
  "lumo_energy_ev": -0.15
}

=====

2.
{
  "formula": "C5H6",
  "method": "ωB97M-V with the def2-TZVPD basis set",
  "species": ["C", "H", "H", "H", "C", "C", "H", "H", "H", "C", "C"],
  "xyz": [[-0.589786, -0.916009, -0.218895], [-1.027630, -1.782796, -0.588044], [1.074480, -1.215018, 1.334007], [-0.987007, 0.799896, -1.553112], [-0.884112, 0.133313, 0.726932], [-0.471371, 0.472860, -0.730181], [1.655039, 0.357099, -1.068724], [1.205414, 1.445017, 0.175740], [-1.498820, 0.634762, 1.508387], [0.994075, 0.563406, -0.313053], [0.529719, -0.492530, 0.726942]],
  "forces_ev_per_a": [[-0.254, 0.021, 0.799], [-0.654, -1.351, -0.280], [-0.375, 0.624, 0.355], [-1.359, 1.252, -1.471], [-0.340, 0.678, 0.859], [1.873, -1.054, 2.851], [2.047, -0.903, -1.671], [0.855, 2.282, 0.820], [0.246, -1.081, -1.002], [-1.633, -0.702, 0.824], [-0.403, 0.233, -2.085]],
  "e_above_lowest_kcal_mol": 77.6,
  "e_tot_ha": -193.95676,
  "total_charge": 0,
  "homo_lumo_gap_ev": 10.4,
  "lumo_energy_ev": 1.32
}

=====

3.
{
  "formula": "C7H8Cl2OSi",
  "method": "ωB97M-V with the def2-TZVPD basis set",
  "species": ["C", "H", "H", "C", "Cl", "C", "H", "H", "O", "H", "H", "Si", "C", "Cl", "C", "H", "C", "H", "C"],
  "xyz": [[-2.615389, -1.179511, 1.433731], [1.955094, 2.059459, -0.296494], [-4.278408, -0.331703, 0.332512], [-1.029004, 0.271150, -0.325954], [4.943140, 1.417220, 0.746425], [-0.427809, -0.707420, 0.472001], [-2.905865, 1.027663, -1.115263], [-0.535699, 0.850217, -1.048673], [0.922113, -0.966928, 0.413068], [-3.293605, -1.769414, 2.193478], [-0.836828, -2.194967, 2.032232], [4.019047, 0.764966, -0.894525], [-3.184628, -0.409157, 0.413705], [5.254402, -0.297472, -2.052400], [-2.364789, 0.366185, -0.434533], [1.467371, -0.299680, -0.147896], [2.400444, 1.324205, -1.094876], [1.732814, 1.494200, -2.013970], [-1.222402, -1.419016, 1.387430]],
  "forces_ev_per_a": [[-0.619, -1.357, -0.112], [1.356, -1.635, -1.125], [0.564, 0.022, 0.091], [0.757, -0.683, -0.359], [0.404, -0.133, 0.523], [0.474, 0.067, 0.514], [0.637, -0.091, -0.008], [1.454, 0.574, -0.537], [0.460, 0.908, -0.621], [1.523, 1.286, -1.660], [0.460, 0.192, 0.029], [-1.674, 1.123, -0.230], [-0.462, 0.474, 0.718], [-0.111, -0.172, -0.138], [-3.099, -0.754, 1.135], [-1.538, -1.052, 0.961], [-1.368, 1.839, -0.214], [1.456, -1.038, 1.189], [-0.672, 0.429, -0.156]],
  "e_above_lowest_kcal_mol": 19.0,
  "e_tot_ha": -1556.65990,
  "total_charge": 0,
  "homo_lumo_gap_ev": 7.9,
  "lumo_energy_ev": -0.28
}

=====

4.
{
  "formula": "C11H14N2O",
  "method": "ωB97M-V with the def2-TZVPD basis set",
  "species": ["H", "H", "N", "H", "C", "C", "C", "H", "H", "H", "H", "H", "C", "H", "H", "C", "H", "O", "N", "C", "H", "C", "C", "H", "C", "H", "C", "C"],
  "xyz": [[0.897132, -1.631648, 2.808934], [1.799439, -1.964977, 1.323172], [-1.724077, -2.739112, -1.036936], [-1.722686, -0.377930, 0.117062], [-1.313272, 2.925010, -0.589874], [-1.735212, 1.541529, -0.771684], [2.030377, 0.791361, 1.738300], [-1.991603, 3.530580, -1.143370], [2.860192, 0.750224, 2.416271], [0.059397, 4.234417, 0.312341], [1.364163, -1.360932, -1.540143], [-1.988874, -3.484825, -0.423230], [1.045321, -0.054708, 1.330439], [2.407068, 2.880856, 1.247808], [0.553405, -1.580653, -2.926434], [0.113968, 0.774836, 0.585466], [-2.346975, -2.010071, -1.342518], [0.301468, -3.560296, -0.847730], [1.810001, 2.078643, 1.165188], [-0.159824, 3.186495, 0.064871], [-2.602666, 1.397971, -1.390313], [0.909619, -1.488948, 1.727124], [0.309371, -1.443265, -1.874093], [0.007849, -0.447695, -1.585016], [-1.152119, 0.552537, 0.005047], [0.091424, -2.000168, 1.233913], [0.547873, 2.111304, 0.645886], [-0.370759, -2.610536, -1.250483]],
  "forces_ev_per_a": [[-0.192, 0.002, -0.118], [0.104, -0.490, 0.217], [0.674, 1.661, -1.009], [0.758, 0.078, -0.159], [-0.686, -3.438, -1.567], [0.744, 1.403, 1.710], [-0.003, 1.803, -1.213], [0.172, 1.441, 0.133], [0.268, -0.662, -0.036], [0.431, -0.499, -0.275], [-0.494, -0.857, 0.552], [-0.238, -0.098, -0.075], [-0.522, 0.860, 0.600], [0.019, -0.067, 0.280], [-0.966, 0.084, -0.343], [-1.134, 0.195, 0.926], [-0.230, -0.240, 0.258], [0.166, 0.517, -0.321], [-0.375, -0.623, 1.416], [0.155, 1.219, 1.111], [-0.372, -0.361, 0.176], [0.705, 0.029, -0.539], [1.850, 0.799, -0.184], [-0.957, -0.035, -0.714], [-0.767, -0.264, -0.746], [-0.308, 0.100, 0.233], [0.784, -0.272, -1.572], [0.412, -2.286, 1.257]],
  "e_above_lowest_kcal_mol": 38.0,
  "e_tot_ha": -612.29012,
  "total_charge": 0,
  "homo_lumo_gap_ev": 8.9,
  "lumo_energy_ev": 0.84
}

=====

5.
{
  "formula": "C4H10NO3",
  "method": "ωB97M-V with the def2-TZVPD basis set",
  "species": ["H", "H", "O", "H", "H", "H", "H", "H", "H", "H", "N", "O", "C", "C", "C", "O", "C", "H"],
  "xyz": [[1.975033, 1.950738, -0.009203], [-0.966605, -3.247312, -0.041367], [-0.404740, -2.527412, 0.291740], [-0.828022, 0.355427, 1.721407], [0.599653, -0.500957, 1.576138], [-0.085710, 2.226764, 0.882843], [1.599851, 0.431497, -1.222741], [-0.612258, 2.460915, -0.725297], [0.534239, -0.563378, -2.036023], [-1.154759, 0.127483, -0.854190], [0.878677, -0.280452, -1.125836], [-2.306791, -1.789202, 1.261075], [-0.339608, -0.340550, 1.041915], [-0.253106, 0.347184, -0.326930], [0.029517, 1.860123, -0.130867], [1.337180, 2.197858, -0.633826], [-1.181433, -1.588747, 0.956361], [1.178889, -1.119972, -0.625195]],
  "forces_ev_per_a": [[1.642, -0.069, 1.719], [-0.004, -0.054, 0.369], [-0.230, 0.371, -0.225], [-0.433, -0.012, -0.118], [0.315, -0.295, -0.551], [0.011, -0.452, 0.310], [0.419, 0.311, -0.232], [-0.802, 0.308, -0.599], [0.187, -0.056, -0.326], [-0.630, 0.258, -0.462], [-1.101, -0.373, 0.404], [-0.160, 0.394, 0.203], [-0.884, 0.684, 1.031], [0.957, -0.202, 1.493], [1.183, 0.356, -0.882], [-1.687, -0.012, -1.156], [1.012, -1.096, -0.764], [0.204, -0.062, -0.213]],
  "e_above_lowest_kcal_mol": 15.0,
  "e_tot_ha": -438.63848,
  "total_charge": 1,
  "homo_lumo_gap_ev": 11.3,
  "lumo_energy_ev": -3.60
}

=====

6.
{
  "formula": "C13H32NO9P2S",
  "method": "ωB97M-V with the def2-TZVPD basis set",
  "species": ["H", "H", "P", "H", "C", "H", "H", "H", "H", "C", "H", "C", "S", "H", "O", "C", "H", "O", "O", "C", "H", "C", "H", "N", "H", "C", "H", "C", "H", "O", "O", "H", "H", "H", "C", "H", "H", "H", "H", "O", "H", "H", "H", "H", "P", "H", "H", "C", "H", "H", "H", "C", "O", "C", "O", "C", "H", "O"],
  "xyz": [[-0.395162, 1.415765, 2.626092], [-3.601138, -0.296670, -0.824880], [-1.780296, -3.064479, -1.699872], [0.222434, 1.566525, -1.033159], [-0.868359, 1.691905, 1.678184], [0.437366, -1.609636, -2.637125], [1.659528, 3.552568, -1.179869], [-2.918739, -6.262095, -2.655992], [3.814421, 4.579306, -0.050878], [0.537898, -3.232906, -4.067929], [-1.036944, 0.817837, 1.040788], [-4.230808, -4.882565, -3.628608], [2.276777, 2.458653, 3.400221], [3.086545, 0.603869, 2.832997], [-3.418130, -2.823833, -1.646973], [-0.073999, 2.792447, 0.954984], [1.986376, 1.247647, -1.078030], [3.687989, 3.410261, 6.025338], [3.752768, 0.969347, 5.418722], [-4.470104, -0.920817, -0.612396], [5.104723, 2.810141, 1.120944], [-4.073126, -2.374152, -0.460710], [1.580136, 4.571645, 0.245338], [1.249900, 2.466166, 0.546151], [-4.969315, -2.988445, -0.334389], [4.010207, 2.762244, 1.179969], [1.654547, 1.961979, 7.170394], [1.913285, 3.594784, -0.109429], [3.403523, 4.435011, 2.483242], [2.164920, 0.938691, 2.873155], [1.560800, 1.836322, 6.209093], [3.851287, 3.082844, -0.940502], [-5.108221, -5.527880, -3.577323], [3.165162, 4.232925, 5.994640], [3.619932, 3.363423, 2.544448], [-1.860273, 2.084617, 1.908649], [0.660292, -4.002236, -3.300493], [-3.452590, -2.527699, 0.421913], [4.495795, 3.290402, 3.203710], [-1.474767, -2.257829, -3.112831], [-5.159548, -0.802122, -1.449336], [-0.071834, -3.663445, -4.861600], [1.523573, -2.990549, -4.468654], [-4.557107, -3.846277, -3.562861], [2.920055, 2.144265, 5.449564], [-0.164136, -1.212224, -4.250551], [0.925797, 0.415241, 0.130435], [-3.251238, -5.229560, -2.529671], [-4.953619, -0.551338, 0.293857], [3.779528, 1.696464, 1.090779], [-3.697002, -5.155662, -1.539978], [3.468491, 3.539538, -0.020611], [-0.598219, 3.843166, 0.771846], [-0.128114, -1.996042, -3.492867], [-1.463494, -1.894261, -0.790226], [1.111873, 1.330865, -0.432977], [-3.761653, -5.001585, -4.606410], [-2.087989, -4.392557, -2.658321]],
  "forces_ev_per_a": [[0.049, -0.222, -0.287], [0.067, -0.079, 0.093], [-5.889, 5.100, -4.989], [0.324, -0.390, -0.297], [-0.030, 0.186, -0.254], [-0.020, 0.038, 0.001], [-0.063, 0.370, 0.202], [0.150, 0.068, 0.034], [0.199, -0.232, 0.244], [0.033, -0.067, 0.098], [0.296, -0.035, 0.257], [0.071, 0.385, -0.227], [-2.072, 0.929, -0.910], [-0.349, -0.580, 0.181], [0.128, -0.922, 0.811], [-0.560, -1.659, 0.908], [-0.002, 0.006, 0.241], [-1.291, 0.270, -0.811], [1.096, -0.636, -0.636], [0.024, 0.141, -0.062], [-0.163, 0.001, 0.189], [-0.227, 0.308, -0.052], [-0.328, -0.401, 0.284], [-0.237, 0.380, -0.444], [0.041, -0.059, -0.097], [0.414, 0.464, -0.481], [-0.253, -0.128, -0.098], [0.697, 0.152, -0.754], [-0.731, -0.312, 0.052], [1.399, 0.885, 0.503], [0.202, 1.438, -0.386], [0.103, -0.064, 0.265], [0.072, -0.084, 0.043], [0.285, 0.012, 0.306], [1.540, -0.731, 0.454], [0.219, 0.160, -0.054], [0.043, 0.004, -0.016], [0.096, 0.082, -0.065], [-0.222, -0.094, -0.013], [1.096, -0.451, 0.075], [-0.042, -0.039, 0.049], [0.008, 0.067, -0.020], [-0.004, -0.001, 0.018], [-0.005, -0.036, 0.150], [0.646, -1.456, 1.317], [-0.115, 0.026, 0.047], [0.181, -0.061, -0.335], [-0.086, -0.819, 0.158], [-0.026, -0.028, -0.016], [-0.208, 0.188, 0.092], [-0.006, 0.156, -0.040], [-0.853, -0.323, -0.336], [0.041, 1.596, -0.223], [0.040, 0.008, -0.148], [2.749, -2.816, 2.029], [-0.394, 0.187, 0.770], [-0.007, -0.148, 0.035], [1.878, -0.733, 2.144]],
  "e_tot_ha": -2327.10161,
  "total_charge": 1,
  "homo_lumo_gap_ev": 7.3,
  "lumo_energy_ev": -4.21
}